[1]
Density functional theory data (wB97M-V/def2-TZVPD) for 2 unconnected molecules or ions with the total composition C8H14IN2O4S in a non-equilibrium geometry.

Geometry (Å):
C: 0.3248 2.1758 -2.6810
H: -1.8792 -0.2842 3.0152
C: 1.8031 0.6507 -2.0446
I: -0.2251 3.7018 -1.2033
H: 1.4520 2.7858 -4.3623
C: -1.0028 -3.3617 1.9838
O: 2.3602 1.2428 -3.1435
H: -0.6246 -1.1516 -0.3612
H: -0.3785 -1.0397 3.5649
H: 1.3659 -1.4240 1.7358
H: 2.1868 3.3196 -2.7735
O: 0.4529 0.9247 -1.9881
H: 1.6004 -0.2333 0.6341
H: -0.4869 0.7528 1.0833
C: -1.7562 1.6956 -3.2481
O: 2.4229 -0.0134 -1.3164
H: -1.9757 -1.3741 0.7400
H: -0.5035 0.7102 3.4817
H: -0.5918 -3.1862 2.9798
N: 1.1890 -0.4268 1.5531
H: -0.8583 -4.4126 1.7411
S: -3.2318 1.8846 -2.7654
C: -0.2983 -0.2196 1.5416
C: 1.7005 2.5042 -3.3310
H: 1.6728 0.1327 2.2558
C: -0.7929 -0.2165 2.9814
H: -2.0716 -3.1423 1.9817
O: -0.2876 -2.5819 1.0191
N: -0.6801 1.9279 -3.7586
C: -0.8862 -1.3415 0.6845

Output
Orbital gap in eV: 9.3
E_LUMO in eV: -3.277
HOMO energy in eV: -12.59
Calculated total energy in eV: -38621.502
Net charge: +1

The Löwdin scheme yields these atomic charges, measured in e:
1. C -0.784
2. H 0.102
3. C -0.542
4. I 0.927
5. H 0.145
6. C -0.062
7. O 0.080
8. H 0.129
9. H 0.083
10. H 0.169
11. H 0.106
12. O -0.015
13. H 0.128
14. H 0.140
15. C -0.816
16. O 0.198
17. H 0.140
18. H 0.093
19. H 0.081
20. N 0.234
21. H 0.099
22. S 0.804
23. C -0.301
24. C -0.117
25. H 0.178
26. C -0.026
27. H 0.098
28. O -0.185
29. N 0.085
30. C -0.170

[2]
Density functional theory data (wB97M-V/def2-TZVPD) for a molecular structure, C8H14LiO6.

Geometry (Å):
O: 0.3251 -0.9413 1.9538
H: 2.0004 -2.3148 0.1295
O: -1.7764 -0.3893 0.2738
O: -0.6178 -2.8500 1.2222
H: -3.6646 -1.3212 1.8917
C: -3.6008 1.1136 0.6579
H: 1.5471 -0.4215 -2.6393
C: -3.1270 -0.2391 0.0946
O: 0.8974 1.9791 -2.9648
H: -4.6790 1.2665 0.5348
H: -3.0667 1.9180 0.1451
O: 1.3404 -0.5056 -0.5620
H: -1.3302 -2.5566 1.8130
H: -3.1892 -1.2707 -1.8079
H: 0.5772 -2.4189 -0.9272
Li: -0.3022 0.4970 0.2540
H: -3.5646 -2.3337 0.4275
C: 1.0602 -1.8301 -0.1486
C: 0.6523 1.4228 -1.8903
H: -0.1318 -0.5700 -2.0339
C: -3.4826 -0.2975 -1.4017
C: 0.2013 -1.7914 1.1112
O: 0.2090 1.9104 -0.8088
H: -4.9744 -1.2825 0.6939
C: -3.8884 -1.3637 0.8191
H: -2.9202 0.4767 -1.9303
C: 0.8516 -0.1143 -1.8606
H: -4.5531 -0.1482 -1.5849
H: -3.3532 1.1648 1.7224

Output
Orbital gap in eV: 7.8
E_LUMO in eV: 3.002
HOMO energy in eV: -4.81
Calculated total energy in eV: -21016.914
Net charge: -1

The Löwdin scheme yields these atomic charges, measured in e:
1. O 0.089
2. H 0.135
3. O -0.314
4. O 0.095
5. H 0.072
6. C -0.057
7. H 0.117
8. C -0.788
9. O -0.024
10. H 0.069
11. H 0.078
12. O -0.169
13. H 0.116
14. H 0.073
15. H 0.132
16. Li 0.615
17. H 0.071
18. C -0.119
19. C -0.698
20. H 0.120
21. C -0.058
22. C -0.541
23. O -0.114
24. H 0.068
25. C -0.068
26. H 0.079
27. C -0.120
28. H 0.068
29. H 0.074

[3]
Density functional theory data (wB97M-V/def2-TZVPD) for a gas-phase ion, C8H14N (charge +1) in a non-equilibrium geometry.

Geometry (Å):
H: 0.4350 2.6513 -0.3758
H: 2.9612 0.2227 -1.3405
H: 1.5446 1.1732 -2.1066
H: -0.6968 0.5278 -2.3950
C: -0.3848 -1.2611 1.0902
C: -0.7491 -2.0943 2.2334
H: -0.8162 2.0986 0.7901
H: -1.7335 0.3450 1.3094
C: -1.0256 -0.1303 0.7546
H: -1.8103 -2.1895 2.1958
H: 0.7785 1.5503 1.0604
C: -1.1765 0.8785 -1.4998
C: 0.1540 1.8780 0.2733
H: -1.2546 1.9256 -1.4744
H: 1.5912 -2.0521 0.6400
N: -0.3086 0.5823 -0.3743
H: -2.0440 0.3534 -1.4707
C: 0.8537 -0.1163 -0.7174
C: 0.8354 -1.3970 0.4638
H: 1.7901 -0.4367 -2.5467
H: -0.4759 -3.0571 1.9452
C: 1.8599 0.2468 -1.6809
H: -0.3279 -1.6990 3.2258

Output
SMILES string: CC1=C[N+](C)(C)C(C)=C1
Orbital gap (alpha / beta) in eV: 8.2 / 7.8
Energy relative to the best compared isomer or geometry (same formula, charge and spin) in eV: 3.477
E_LUMO (alpha / beta) in eV: -4.115 / -4.523
HOMO energy (alpha / beta) in eV: -12.35 / -12.34
Calculated total energy in eV: -10001.601
Net charge: +1

The Löwdin scheme yields these atomic charges, measured in e:
1. H 0.104
2. H 0.143
3. H 0.075
4. H 0.117
5. C -0.330
6. C -0.015
7. H 0.127
8. H 0.119
9. C 0.026
10. H 0.086
11. H 0.115
12. C 0.060
13. C 0.069
14. H 0.101
15. H 0.076
16. N -0.300
17. H 0.089
18. C -0.145
19. C 0.193
20. H 0.110
21. H 0.071
22. C -0.037
23. H 0.146

[4]
Density functional theory data (wB97M-V/def2-TZVPD) for a single C8H14N2O2S molecule in a non-equilibrium geometry.

Geometry (Å):
C: -2.6081 -1.7847 -0.7407
C: -1.7815 1.2339 -0.2675
H: -1.3862 -1.0497 -2.2357
H: 1.3733 -1.1857 2.3946
H: 3.0482 1.5305 0.8614
H: -2.5679 -2.7952 -1.1256
H: 2.9471 0.4049 2.2927
C: -1.3528 -1.0810 -1.1989
C: 1.0986 -1.1098 1.2636
H: 0.9699 -2.0356 0.6491
N: 0.2269 0.8315 -1.1989
H: -3.3534 -1.0707 -1.1755
C: -1.0568 2.4753 -0.4167
H: -0.5045 -1.6733 -0.7654
H: 1.0944 2.7633 -1.1952
H: -1.3517 3.4457 0.0593
C: 0.1309 2.2304 -1.0000
O: 2.6270 1.1597 -1.4865
O: 1.6735 -1.0879 -1.7721
H: -2.5875 1.0292 0.4311
H: -2.6347 -1.7799 0.3442
H: 1.5766 1.4438 1.8958
C: 2.4307 0.8860 1.4460
H: 0.1088 -0.6901 1.2205
C: -0.9956 0.2768 -0.7720
S: 1.7351 0.1805 -1.0941
N: 1.9337 -0.1860 0.4933

Output
SMILES string: CCc1cccn1S(=O)(=O)N(C)C
Orbital gap in eV: 9.5
Energy relative to the best compared isomer or geometry (same formula, charge and spin) in eV: 3.458
E_LUMO in eV: 0.767
HOMO energy in eV: -8.74
Calculated total energy in eV: -26430.953
Net charge: 0

The Löwdin scheme yields these atomic charges, measured in e:
1. C -0.080
2. C -0.035
3. H 0.107
4. H 0.130
5. H 0.062
6. H 0.077
7. H 0.087
8. C -0.229
9. C -0.092
10. H 0.093
11. N -0.125
12. H 0.096
13. C -0.081
14. H 0.094
15. H 0.130
16. H 0.116
17. C -0.104
18. O -0.228
19. O -0.257
20. H 0.119
21. H 0.073
22. H 0.096
23. C -0.063
24. H 0.056
25. C -0.313
26. S 0.587
27. N -0.315

[5]
Density functional theory data (wB97M-V/def2-TZVPD) for a single C8H14N2O2S2 molecule in a non-equilibrium geometry.

Geometry (Å):
H: 4.8128 -0.7700 1.8508
H: -3.9082 -0.1816 -0.8455
C: 2.9256 0.2524 1.4131
H: 2.3739 0.0995 2.2704
N: 1.1181 -0.8263 0.0491
H: -0.4303 2.2093 -0.4705
H: -2.2326 0.4434 1.4241
S: 0.0077 -0.5275 -1.0949
C: 4.1616 -0.1727 1.1737
H: 3.2014 0.1443 -2.0569
H: -2.2774 -2.1190 -0.9888
H: -1.5627 2.7944 0.7145
H: -2.1623 -1.9898 0.8194
C: -2.3169 -1.3898 -0.1291
C: 3.4206 0.2238 -1.0316
H: -4.6584 -1.4904 -0.0589
H: -3.8792 -0.1561 0.7890
C: 4.4539 -0.1173 -0.2741
O: 0.3801 0.6361 -1.8074
H: 5.4840 -0.4764 -0.5734
H: -2.2711 2.0874 -0.7916
C: -1.4898 2.0684 -0.0068
N: -1.3741 -0.3258 -0.2292
C: -1.4076 0.7321 0.6740
C: -3.7513 -0.7978 -0.0718
O: -0.2112 -1.6747 -1.9097
H: -0.4181 0.6423 1.1842
S: 2.0114 0.6816 -0.0218

Output
Orbital gap in eV: 8.0
Energy relative to the best compared isomer or geometry (same formula, charge and spin) in eV: 5.822
E_LUMO in eV: -0.592
HOMO energy in eV: -8.57
Calculated total energy in eV: -37263.825
Net charge: 0

The Löwdin scheme yields these atomic charges, measured in e:
1. H 0.128
2. H 0.023
3. C -0.280
4. H 0.062
5. N -0.344
6. H 0.082
7. H 0.140
8. S 0.419
9. C -0.120
10. H 0.077
11. H 0.126
12. H 0.038
13. H 0.131
14. C -0.240
15. C -0.218
16. H 0.104
17. H 0.050
18. C -0.135
19. O -0.377
20. H 0.132
21. H 0.098
22. C -0.068
23. N -0.307
24. C -0.316
25. C -0.081
26. O -0.285
27. H 0.092
28. S 1.069

[6]
Density functional theory data (wB97M-V/def2-TZVPD) for 2 unconnected molecules or ions with the total composition C8H14N2O3 in a non-equilibrium geometry.

Geometry (Å):
C: -0.7994 -2.3733 -0.4346
H: -1.0383 -1.0124 -3.4244
H: 3.2551 1.9891 3.4437
C: 2.3428 3.2365 1.8795
C: 1.2297 0.9348 -1.2556
C: 2.2622 2.2402 3.0497
C: -2.2538 -1.8372 0.1823
H: -2.7838 -3.2875 -2.3856
H: -0.1766 -2.8779 0.4486
H: 1.1362 -0.2980 0.7339
H: 2.7304 4.1682 2.3205
C: -0.3458 -0.5467 -2.6013
O: 3.0459 2.6521 0.9231
H: 0.5943 1.3305 -3.4513
H: 1.9596 1.8039 -0.9503
C: -3.5465 -2.2602 -0.7539
O: -3.5361 -3.3834 -1.7038
N: 0.8694 -0.1508 -0.2658
H: -0.9251 -3.2085 -1.2493
N: 0.5255 0.7023 -2.6079
O: -4.6452 -1.4794 -0.6236
H: 1.2992 3.5161 1.6667
H: -2.3424 -2.1660 1.3025
H: -2.2379 -0.6441 0.1833
H: 1.7602 1.3082 2.7609
C: -0.0656 -1.0364 -1.0597
H: 1.6861 2.6800 3.8721

Output
Orbital gap in eV: 4.5
Energy relative to the best compared isomer or geometry (same formula, charge and spin) in eV: 11.529
E_LUMO in eV: -1.247
HOMO energy in eV: -5.78
Calculated total energy in eV: -17635.292
Net charge: 0

The Löwdin scheme yields these atomic charges, measured in e:
1. C -0.136
2. H 0.130
3. H 0.059
4. C -0.614
5. C 0.096
6. C -0.155
7. C -0.090
8. H 0.122
9. H 0.132
10. H 0.166
11. H 0.076
12. C 0.041
13. O -0.357
14. H 0.157
15. H 0.135
16. C -0.265
17. O -0.014
18. N 0.130
19. H 0.111
20. N 0.015
21. O -0.019
22. H 0.064
23. H 0.133
24. H 0.140
25. H 0.026
26. C -0.129
27. H 0.047